Entry 1:
# C45H115N9O16

9 unconnected molecules or ions with the total composition C45H115N9O16 in a non-equilibrium geometry (wB97M-V/def2-TZVPD, OMol25).

CARTESIAN COORDINATES (ANGSTROEM)
H1 1.1430 2.4922 -0.4128
H2 1.0533 -1.2540 4.7173
H3 -3.5165 -2.5630 5.5066
H4 0.1507 0.1123 4.0651
H5 -5.2080 1.8689 -5.0918
H6 -2.5575 -6.4948 2.7327
C1 0.4383 -0.9227 3.8805
H7 -0.2402 -4.0379 4.7424
H8 -2.2929 0.7261 -3.5528
H9 -0.6589 -6.2659 6.0523
H10 9.3135 3.5016 -2.9331
C2 -2.1811 0.7343 2.1686
H11 0.0975 1.0789 -4.6860
H12 -3.4559 3.2668 -3.8691
C3 -2.6279 -2.8331 4.9359
O1 5.8464 -4.1433 1.4059
H13 5.5873 7.0716 0.0598
N1 3.8503 -3.0239 -0.3019
O2 -4.6366 2.5499 -1.6506
C4 -4.2844 4.7432 -2.7370
H14 -2.9736 -6.7641 -1.0946
H15 2.0431 6.8810 -1.9771
H16 5.1600 3.1158 1.9345
H17 -2.8536 -8.1191 3.2057
H18 1.8761 -3.2069 -1.1766
H19 -2.0174 3.3133 1.8212
H20 -1.8529 -5.8341 -2.0245
O3 -5.2606 4.1745 -5.9473
H21 -3.7821 -4.5412 -0.6244
O4 1.6394 5.6056 -3.6732
H22 4.0660 -2.3413 1.6355
N2 -3.2700 4.2392 -3.6690
H23 -4.9401 4.3615 -0.6997
O5 -1.8314 -7.0556 4.6445
H24 1.3860 -0.6334 -3.3866
H25 6.4840 -2.1798 1.5402
O6 3.7356 4.4148 1.2518
H26 -2.5476 4.5028 -5.6119
C5 -4.2793 3.9163 -1.4435
H27 -4.5014 2.0791 0.3622
H28 -1.6870 3.0443 3.4856
C6 -2.1248 -7.3148 3.3057
N3 -1.0932 -6.6582 -0.2475
N4 -0.6984 2.7306 -3.6245
H29 4.0126 -4.0128 -0.1757
C7 9.5660 4.5616 -2.9047
H30 -2.7031 -0.1886 2.4216
H31 2.1420 -10.7123 -0.5255
H32 -2.6166 3.1949 5.5988
C8 -4.3384 1.2408 -4.8982
O7 0.8281 -9.4817 -1.4823
H33 -4.3001 -0.2134 6.5694
H34 -2.9551 -4.8022 5.5008
H35 1.0160 7.5749 -3.1875
H36 -4.1599 3.3808 7.6015
C9 -4.5887 5.3749 -5.6228
H37 0.9192 -1.0034 2.9057
C10 2.3965 -2.8118 -0.3041
H38 -1.1919 -8.1246 -1.7833
H39 1.1708 -7.7617 -0.6019
H40 -4.2640 4.1094 2.2225
C11 0.6069 1.5651 -0.6154
H41 2.1850 -1.7519 -0.4457
H42 -1.2147 -4.6019 3.4350
H43 -0.8669 2.2068 -5.6638
H44 7.0503 4.4688 0.9837
H45 -4.5673 2.7244 4.1255
H46 -1.0132 -1.9638 5.9769
H47 -4.5298 0.7459 -0.9381
C12 1.0997 0.5042 0.3709
O8 -3.0646 1.7473 2.6825
C13 -3.5224 3.7983 5.5392
H48 4.4104 6.2858 -0.8234
H49 -5.2233 5.9152 -4.9204
C14 4.5932 -2.2248 0.6886
H50 -4.3474 6.0347 -6.4562
H51 4.8268 2.9947 0.2130
H52 1.3840 2.9060 -3.9907
C15 -3.2546 5.0303 -4.9716
O9 1.9103 -4.9058 0.7019
C16 -4.1737 1.7241 -0.6148
H53 -6.8881 3.4147 -6.8936
H54 -1.9287 -0.7442 5.1652
H55 9.5551 5.0012 -3.9020
H56 -1.9593 0.8179 1.1047
C17 8.4915 4.3876 -0.7589
H57 7.8301 6.0114 0.5179
C18 1.1055 -5.5645 1.7560
H58 6.4538 -2.8085 -0.1827
H59 -0.4272 1.8411 -0.4093
H60 2.4182 -10.5169 -2.2671
H61 -0.2382 5.1759 -3.0725
H62 6.7382 5.9911 -1.3558
H63 0.1735 -6.5117 4.5131
H64 2.7373 -9.1919 -1.0532
H65 10.5902 4.6384 -2.5395
H66 7.5304 -4.8637 0.3906
H67 -5.4738 3.7214 6.6090
O10 -3.1032 1.8457 -5.0410
H68 9.4567 4.2189 -0.2814
H69 6.2600 -6.0762 0.9902
O11 -4.8723 1.8330 6.3218
C19 -1.0954 -4.6746 4.5160
C20 0.7357 4.6866 -3.0551
H70 8.1984 3.4056 -1.1303
C21 -2.4225 -2.5309 0.3462
N5 -2.2038 -4.1406 5.3667
H71 0.5070 -0.4100 0.4034
C22 7.4430 5.0589 0.1557
H72 -3.0932 1.7888 -0.4874
C23 -1.0160 -8.0206 -0.7126
C24 0.4218 -8.5449 -0.4844
C25 -1.5519 -1.7606 5.0514
N6 6.2884 5.3303 -0.7384
H73 1.4340 -5.3488 2.7727
C26 -2.0363 0.9705 -4.5836
O12 0.2005 -3.3873 -3.9686
C27 1.8487 6.8852 -3.0496
C28 5.9823 -2.8033 0.8001
H74 2.2497 -1.8695 -4.2173
H75 -2.9052 -2.9553 3.8889
H76 -1.1999 -2.2196 -2.4163
H77 2.2203 -3.2464 1.8307
C29 -6.5003 4.3741 -6.5510
H78 -0.0807 -0.7732 -2.2554
H79 0.3613 3.9082 -5.0520
H80 -4.2673 5.7904 -2.4352
C30 1.7425 -3.5149 0.8886
H81 2.1513 0.2511 0.2359
N7 -0.4519 -1.6019 -2.6976
H82 -1.8148 -8.6830 -0.3791
N8 1.3695 -1.5246 -3.8615
H83 -4.4742 0.3516 -5.5137
H84 0.5389 -8.9866 0.5052
H85 7.4163 -5.3111 2.0545
H86 1.0414 4.3262 -2.0729
H87 3.7649 6.3952 1.5801
N9 -4.2965 3.6874 4.2652
O13 -0.6968 -1.7296 3.8697
H88 -2.0458 0.0901 -5.2262
H89 -1.2391 0.7750 2.7154
C31 -0.7619 -6.1884 4.9699
H90 -6.3882 4.8864 -7.5065
H91 -7.2325 4.8991 -5.9375
C32 4.3607 3.0872 1.1940
C33 -0.7779 1.7284 -4.6885
H92 -5.2595 4.5282 -3.1740
H93 1.1002 0.8668 1.3988
H94 0.1558 1.8138 -2.5211
H95 -2.4367 -2.6207 1.4324
C34 -2.1697 -6.0340 -1.0009
H96 5.2192 5.5735 2.1102
H97 -4.0628 0.9032 7.8820
H98 0.7048 -3.1835 0.9272
H99 3.6664 2.2679 1.3807
C35 0.3515 -2.2724 -3.5240
H100 -3.2716 3.9194 -1.0280
H101 0.0334 -5.3897 1.6655
C36 -2.4916 3.0008 2.7516
O14 -1.9215 -3.6849 -0.3328
H102 4.6896 -1.1548 0.5042
H103 2.7895 7.2141 -3.4911
H104 -3.4328 -2.3729 -0.0312
C37 0.4772 3.5083 -4.0446
H105 -2.7746 5.9340 -4.5960
C38 -3.5630 4.0355 3.0539
C39 6.8142 -5.1531 1.1597
O15 8.6435 5.2138 -1.9200
C40 -3.9826 0.8035 6.7995
C41 4.4961 5.6380 1.2971
H106 -2.9183 0.9036 6.5863
C42 -4.5091 3.2148 6.5824
O16 0.6525 1.1919 -1.9843
C43 5.1905 6.0681 -0.0940
H107 -3.1362 5.0299 3.1847
H108 -4.5371 0.9572 -3.8646
H109 -2.8236 -5.0193 0.7982
H110 -1.4951 3.3276 -3.7945
H111 -3.3349 4.7961 5.9359
C44 -2.7880 -4.8165 -0.2721
H112 -0.2719 -6.1026 -0.4394
C45 2.0879 -10.0122 -1.3592
H113 1.2588 -6.6358 1.6253
H114 -1.8072 -1.6783 0.0589
H115 -1.2366 -7.5162 2.7068

Values from the calculation:
- Energy: -3479.74644 hartree
- Lowest unoccupied orbital energy: 0.43 eV

Here are the Löwdin charges for atoms 1 to 99, given in e: H 0.101; H 0.093; H 0.116; H 0.072; H 0.083; H 0.063; C -0.120; H 0.103; H 0.122; H 0.119; H 0.077; C -0.059; H 0.122; H 0.056; C -0.215; O -0.212; H 0.101; N -0.044; O -0.192; C -0.188; H 0.115; H 0.070; H 0.074; H 0.092; H 0.111; H 0.116; H 0.129; O -0.195; H 0.117; O -0.196; H 0.103; N -0.057; H 0.119; O -0.192; H 0.073; H 0.114; O -0.232; H 0.112; C -0.208; H 0.081; H 0.115; C -0.121; N -0.055; N -0.048; H 0.096; C -0.047; H 0.093; H 0.082; H 0.100; C -0.132; O -0.199; H 0.077; H 0.107; H 0.081; H 0.110; C -0.223; H 0.075; C -0.181; H 0.112; H 0.113; H 0.106; C -0.280; H 0.082; H 0.088; H 0.128; H 0.100; H 0.090; H 0.125; H 0.099; C -0.081; O -0.183; C -0.174; H 0.095; H 0.111; C -0.216; H 0.124; H 0.078; H 0.122; C -0.149; O -0.165; C -0.106; H 0.089; H 0.097; H 0.083; H 0.061; C -0.224; H 0.115; C -0.082; H 0.122; H 0.093; H 0.093; H 0.112; H 0.087; H 0.101; H 0.082; H 0.078; H 0.082; H 0.119; O -0.215

Entry 2:
# C45H116N4O21S7

11 unconnected molecules or ions with the total composition C45H116N4O21S7 in a non-equilibrium geometry (wB97M-V/def2-TZVPD, OMol25).

CARTESIAN COORDINATES (ANGSTROEM)
C1 20.1660 21.3685 -3.9827
H1 15.7448 24.7236 -0.0721
H2 7.5382 26.2634 -4.6505
H3 11.4157 26.0313 0.8147
H4 14.8184 19.1696 0.6447
H5 14.0423 23.2228 -8.5236
H6 11.1152 20.2277 2.2737
C2 14.5180 17.9357 -4.2897
H7 14.7631 24.1936 1.2011
H8 9.0923 28.1384 -0.2457
O1 21.4655 20.6293 -3.9149
C3 16.8369 22.6687 1.4574
H9 13.6793 18.0011 -4.9828
H10 7.8701 22.1323 -6.5885
H11 13.4009 24.5651 -0.6743
H12 6.9680 26.4827 -6.2650
H13 14.3030 17.5270 -3.3024
H14 8.9365 20.8496 -5.9775
C4 9.3911 20.3933 3.5168
H15 21.0726 25.5094 1.4948
H16 21.4070 18.6670 4.1547
H17 19.3811 18.6437 0.4682
H18 20.5732 27.9027 1.2530
H19 14.2953 25.1141 -4.1076
C5 15.1561 23.8611 0.2403
H20 16.5151 23.3831 2.2152
S1 13.3418 17.6337 -0.2686
C6 13.4522 22.5925 3.5220
C7 20.2498 18.4735 1.1043
H21 9.0340 23.0382 0.2455
H22 10.9924 18.8611 -0.3089
H23 11.0933 25.3513 -5.2972
H24 9.0030 22.9060 2.5599
C8 19.0085 23.0121 5.5927
H25 18.6997 21.8160 -5.4319
H26 21.1154 18.1002 0.5569
C9 19.9625 19.2835 5.5851
O2 16.0142 19.1845 -2.5871
H27 12.9246 26.5913 1.3151
H28 18.0473 23.2466 -1.2264
H29 22.4546 29.3275 -0.0225
H30 16.0216 23.4117 -4.7614
H31 9.9969 25.9014 -4.1540
H32 13.7202 23.5189 -5.8632
H33 13.1250 23.1003 4.4293
H34 10.2901 23.7809 -2.7208
H35 10.3649 17.9357 -1.5998
C10 11.0854 19.7884 -2.2414
H36 10.2972 24.0297 2.2652
C11 17.6045 17.9343 -1.3464
C12 22.1032 22.0650 -1.7119
C13 13.9901 19.3009 -0.0515
H37 9.6696 21.4257 0.7384
H38 10.7664 22.6775 0.0484
O3 21.1105 19.4930 -1.6966
H39 9.5656 26.4810 -0.7344
H40 13.5193 24.7469 -7.0141
S2 19.0842 24.8163 5.2227
C14 20.5569 28.1060 0.1823
O4 22.1608 20.2182 1.8798
O5 19.0874 25.5508 6.4815
H41 18.6271 17.5608 -1.4014
S3 22.0491 20.3231 -2.4048
H42 9.2021 27.8153 -1.9430
H43 17.0286 23.6387 -6.2448
H44 13.1979 26.6730 -6.1843
O6 23.4319 19.8896 -2.6096
H45 16.6479 24.7751 6.4101
O7 12.4968 17.2833 0.8715
C15 19.6098 21.2191 -5.3720
H46 16.1535 23.6950 5.1252
H47 19.4271 20.9654 -3.2901
C16 9.8821 22.4918 0.6580
H48 20.0375 22.7810 5.8681
H49 10.5466 22.3546 -5.2747
H50 13.4301 27.5072 -4.5901
H51 9.3612 19.3533 3.8419
H52 11.3965 26.2616 3.1827
H53 9.1738 21.0261 4.3772
H54 8.6681 24.7930 -6.9988
O8 18.7837 26.0583 -0.8556
H55 21.4178 24.0470 0.5365
H56 17.6957 25.9194 -5.3956
C17 10.3691 24.9688 -4.5779
H57 17.8250 23.0564 1.2093
C18 11.1994 18.5885 -1.3438
H58 18.0180 19.2804 -2.8942
H59 19.8334 24.1920 1.0527
H60 18.6761 22.6028 4.6387
H61 11.9409 20.4325 -2.0384
H62 19.5338 28.3914 -0.0625
C19 17.0449 21.2499 2.1149
H63 21.0383 30.1460 0.5477
C20 16.5337 24.1268 -5.4052
H64 15.2872 22.4249 -7.5836
H65 21.1664 29.7508 -1.1542
H66 14.6266 27.6417 -5.8647
H67 18.5239 24.5191 -4.9725
H68 15.6468 23.9690 -8.2331
H69 16.1653 20.8295 2.6025
H70 7.9594 21.8171 -4.8954
H71 15.2672 17.3283 -4.7975
S4 15.1970 19.6477 -3.9659
N1 15.8860 22.6162 0.3627
C21 8.2505 24.7745 -5.9922
C22 8.5693 21.8600 -5.7978
O9 12.3350 27.0594 -1.5738
H72 11.6771 23.4327 -3.8464
H73 11.5742 20.6156 3.8971
O10 11.3272 29.4837 -1.5002
C23 12.4043 22.6264 2.3730
C24 9.6326 27.5409 -0.9800
H74 20.3629 22.4178 -3.7627
H75 13.1940 19.9236 0.3568
H76 14.4458 22.9118 3.2074
C25 16.3613 22.0153 -0.8751
H77 22.4912 22.0632 -0.6933
C26 9.7296 22.8738 -5.7756
O11 21.1244 27.1095 -0.6321
O12 17.5730 24.9528 4.5060
H78 22.6690 22.7324 -2.3620
H79 8.5970 26.9748 -5.7851
C27 20.8404 19.5636 4.4058
N2 9.2182 24.1144 -5.1164
H80 17.7663 21.3424 2.9267
H81 19.2754 20.0981 5.8141
O13 12.4225 17.9198 -1.5439
H82 12.7375 22.0544 1.5070
H83 19.2402 18.4869 5.4067
H84 21.4664 20.4332 4.6059
C28 16.4400 24.7243 5.3413
C29 13.9049 26.9647 -5.4076
H85 18.3551 22.9418 6.4622
H86 19.3948 20.1879 -5.6524
H87 14.3815 19.5855 -1.0282
C30 15.3137 25.6612 4.8635
H88 14.4003 25.5964 5.4548
C31 7.8479 26.1884 -5.6929
H89 20.3653 21.5676 -6.0762
C32 9.9863 22.9983 2.0989
C33 14.7584 25.7592 -4.8543
C34 20.6759 24.8156 0.7536
H90 15.5121 26.2995 -4.2815
H91 13.3389 22.8150 -0.3314
C35 11.0188 24.1899 -3.4205
O14 11.7408 28.1215 0.5932
S5 11.4160 28.0907 -1.0403
C36 13.9624 23.6311 -0.6964
O15 14.0818 20.4908 -3.5401
H92 17.3563 18.6954 -0.6068
N3 11.0108 22.2901 2.8765
N4 15.3688 24.9395 -5.9208
S6 20.7265 20.1208 1.8242
O16 16.2148 20.1104 -4.9218
H93 12.5361 23.6682 2.0809
C37 17.1326 22.9733 -1.7523
C38 14.2964 24.1412 -6.5479
C39 11.2426 27.1652 2.5927
H94 11.6261 27.9969 3.1837
H95 13.5512 21.5386 3.7820
H96 17.3903 20.5388 1.3645
O17 20.0441 19.9893 3.2951
C40 11.8779 26.8949 1.2929
H97 16.9498 21.1358 -0.6136
O18 14.4339 16.7797 -0.7126
H98 17.4232 22.4640 -2.6712
H99 20.0321 17.7884 1.9237
C41 14.8327 23.3933 -7.7927
O19 20.0178 21.1421 1.0227
H100 15.6429 26.7002 4.8817
H101 8.6040 20.4839 2.7682
H102 7.3798 24.1188 -5.9841
H103 17.4865 25.2017 -3.7207
H104 10.2156 20.4086 -2.0246
H105 14.2003 23.3973 -1.7341
C42 17.2613 18.5269 -2.6759
H106 11.7095 24.8999 -2.9656
C43 21.3734 29.3791 -0.1507
H107 17.4438 17.8283 -3.4924
H108 16.5261 23.8376 -2.0230
S7 20.1783 25.7073 -0.8682
H109 10.1576 23.0225 -6.7670
O20 20.1061 25.0585 4.1942
H110 15.4978 21.5994 -1.3943
C44 17.5729 25.0202 -4.7919
H111 14.9799 25.4229 3.8537
O21 20.7492 24.8842 -1.9535
H112 20.4866 19.0408 6.5095
H113 21.0949 22.4516 -1.5631
C45 10.8453 20.8555 3.1229
H114 10.1662 27.3121 2.5044
H115 17.0385 17.0181 -1.1780
H116 11.1774 19.6574 -3.3196

Values from the calculation:
- Energy: -6370.24311 hartree
- Lowest unoccupied orbital energy: 0.14 eV

Here are the Löwdin charges for atoms 1 to 99, given in e: C -0.246; H 0.115; H 0.070; H 0.103; H 0.073; H 0.064; H 0.089; C -0.068; H 0.088; H 0.067; O -0.264; C -0.216; H 0.070; H 0.057; H 0.060; H 0.075; H 0.045; H 0.064; C -0.073; H 0.053; H 0.125; H 0.027; H 0.116; H 0.099; C -0.246; H 0.090; S 0.637; C -0.077; C -0.080; H 0.072; H 0.107; H 0.102; H 0.105; C -0.098; H 0.066; H 0.064; C -0.068; O -0.309; H 0.120; H 0.069; H 0.076; H 0.107; H 0.087; H 0.104; H 0.076; H 0.074; H 0.125; C -0.066; H 0.094; C -0.056; C -0.104; C -0.090; H 0.062; H 0.057; O -0.305; H 0.057; H 0.091; S 0.684; C -0.305; O -0.281; O -0.299; H 0.087; S 0.660; H 0.060; H 0.101; H 0.045; O -0.300; H 0.115; O -0.293; C -0.064; H 0.105; H 0.092; C -0.071; H 0.071; H 0.090; H 0.061; H 0.068; H 0.074; H 0.070; H 0.112; O -0.297; H 0.046; H 0.089; C -0.209; H 0.091; C -0.288; H 0.100; H 0.038; H 0.054; H 0.056; H 0.113; C -0.060; H 0.074; C -0.232; H 0.057; H 0.078; H 0.068; H 0.063; H 0.074

- lowest unoccupied orbital energy of number 2 (C45H116N4O21S7)?
  0.14 eV